1.
{"formula": "C2H8NO", "method": "ωB97M-V/def2-TZVPD", "symbols": ["H", "N", "H", "H", "H", "O", "H", "H", "H", "C", "C", "H"], "xyz": [[-1.9041, 1.4130, 1.1445], [-1.9654, 0.8982, 0.2641], [-0.1856, -1.8248, -0.3071], [2.2464, 0.0787, 0.2345], [-0.9345, 0.7100, -0.0318], [0.4802, 0.7875, -0.2570], [0.9992, -1.8421, 0.9867], [-2.5269, 1.4479, -0.3764], [1.4642, -2.2498, -0.6698], [1.2191, -0.1688, -0.0573], [0.8507, -1.5879, -0.0788], [-2.5253, 0.0627, 0.4474]], "mulliken_charge": [0.384, -0.523, 0.295, 0.378, 0.315, -0.565, 0.308, 0.369, 0.334, 0.337, -1.011, 0.378], "orbital_gap_ev": 11.697, "homo_ha": -0.5630, "charge": 1}



2.
{"formula": "C11H18BF2NO8S2Ta", "method": "ωB97M-V/def2-TZVPD", "symbols": ["S", "O", "C", "O", "Ta", "F", "H", "H", "O", "O", "F", "O", "H", "O", "H", "C", "H", "C", "H", "H", "N", "H", "H", "C", "H", "C", "H", "C", "C", "S", "H", "O", "H", "C", "H", "H", "H", "O", "H", "C", "B", "H", "C", "C"], "xyz": [[0.9018, -1.8920, -1.6906], [4.0171, 0.7734, 1.7190], [0.7059, -3.0079, -0.3895], [2.6368, 0.4398, -0.3123], [0.6715, 0.1215, -0.3377], [-0.8687, 1.9611, -2.7022], [-2.6391, 0.3907, -3.0625], [1.6147, 4.1834, -1.0825], [1.0341, 2.7329, 0.2913], [-1.1607, 1.1988, 0.7044], [1.3376, 2.1753, -2.7661], [3.1083, -1.4437, 1.1606], [-3.0277, -1.3360, -2.8055], [-1.8371, -0.4874, -1.3473], [2.8511, 3.0168, -0.5401], [0.0315, -3.2821, 1.8686], [-3.8055, 0.0382, -0.9148], [-2.4240, 1.3491, 0.0441], [2.3256, 4.3239, 0.5541], [0.4698, -5.1120, 2.8353], [0.1009, -2.5562, 0.7340], [0.1726, 4.1717, 1.4961], [-3.1544, 1.7204, 0.7666], [1.2061, -4.3127, -0.3653], [-2.3304, 2.0465, -0.7920], [-0.8125, 2.2772, 1.5892], [-0.7378, 3.7656, 0.0198], [-2.8186, -0.0160, -0.4473], [-2.2596, -0.5655, -2.7031], [2.9491, -0.0046, 1.1842], [1.6941, -4.6795, -1.2567], [1.5751, 0.3586, 1.7236], [-0.4293, -2.7658, 2.6962], [2.0111, 3.6294, -0.2279], [-2.8543, -0.7071, 0.3961], [-0.1261, 1.8525, 2.3181], [-1.3856, -0.8472, -3.2851], [-0.4154, -1.3185, 0.7574], [1.5368, -6.0783, 0.7801], [1.1210, -5.0799, 0.7685], [0.3103, 1.5187, -2.1943], [-1.7161, 2.6418, 2.0792], [-0.1075, 3.3557, 0.8210], [0.5275, -4.5508, 1.9150]], "mulliken_spin": [-0.043, 0.002, 0.007, -0.011, 1.147, 0.004, -0.001, 0.000, -0.007, -0.003, 0.000, 0.005, -0.001, -0.030, 0.000, 0.006, 0.001, -0.005, 0.000, 0.000, 0.015, 0.001, -0.002, -0.001, 0.003, 0.005, 0.001, 0.006, -0.001, 0.012, 0.001, 0.007, 0.000, 0.002, -0.002, -0.002, 0.003, 0.010, 0.000, 0.004, -0.125, 0.000, -0.003, -0.003], "orbital_gap_ev": [7.227, 8.809], "multiplicity": 2, "s_squared": 0.7533, "homo_ha": [-0.2630, -0.3228]}



3.
{"formula": "C22H28IN7STa", "method": "ωB97M-V/def2-TZVPD", "symbols": ["N", "C", "N", "H", "C", "H", "H", "C", "C", "C", "H", "H", "C", "C", "Ta", "H", "C", "H", "H", "C", "S", "H", "H", "C", "H", "H", "N", "H", "C", "H", "H", "H", "H", "H", "H", "H", "I", "C", "C", "C", "C", "C", "H", "C", "H", "N", "H", "C", "H", "N", "H", "C", "H", "H", "H", "C", "N", "C", "C", "N"], "xyz": [[1.3508, 2.7799, -0.5950], [2.8011, -2.5562, 1.4073], [1.1090, 1.4335, -0.5153], [1.5102, 5.1717, -1.3551], [2.4587, -1.2363, 1.6703], [0.4441, -1.6840, -4.4749], [2.1351, 1.5082, 1.2807], [2.3469, 0.6475, -3.6569], [2.1447, -0.7854, -5.3077], [-2.2342, -2.4709, 0.0515], [-2.5811, -2.4840, 1.0779], [1.4033, -2.7801, -1.6558], [0.6191, 3.3628, -1.5086], [0.0038, 1.1428, 1.6207], [0.0496, 0.2901, -1.6180], [2.2128, -1.3751, -6.2089], [1.3399, 0.9102, 0.8383], [1.2099, 2.5735, 4.5348], [-1.2159, -2.8672, 0.0353], [2.4249, -3.1303, 0.1987], [-0.6644, 2.4652, -2.3409], [-0.6137, 1.1436, 5.0268], [-2.9769, -0.6191, 1.9428], [-2.2954, -1.0859, -0.6008], [2.6900, -4.1483, -0.0484], [2.6447, 1.4389, -2.9840], [1.3680, -1.0966, -0.4391], [2.2866, 1.6089, 3.5370], [-2.0681, -0.0993, 2.1933], [-2.8743, -3.1548, -0.5059], [-4.0314, -0.1947, 0.3872], [-3.6997, 0.4526, -1.2137], [2.7639, -0.7560, 2.5900], [-1.9248, -0.3802, -2.6874], [-2.8274, 0.3856, 5.4512], [3.3705, -3.1265, 2.1292], [4.5887, 1.0818, -5.7682], [-2.8820, -0.2052, 4.5402], [1.7064, -2.3705, -0.6998], [1.7475, -0.5340, 0.7187], [2.9349, 0.2676, -4.8507], [-1.8729, 0.2172, 3.5392], [-0.3084, 2.1496, 1.2818], [1.3634, 2.1963, 3.5270], [0.1733, 5.1188, -2.4560], [-1.2565, -0.1286, -0.0926], [-4.4039, -1.1607, -1.0327], [-0.7163, 0.9187, 3.9731], [1.5244, 3.0434, 2.8573], [0.7977, 4.6357, -1.8302], [-0.8919, -1.8233, -2.1582], [-1.8758, -1.3114, -2.0716], [-2.5607, -1.9776, -2.5960], [-2.6812, -1.2486, 4.8119], [-3.8919, -0.1701, 4.1330], [-1.1495, 0.2383, 1.2151], [1.2758, -0.1319, -3.3665], [-3.6863, -0.4569, -0.6107], [0.2028, 1.3657, 3.0910], [1.1817, -0.9985, -4.4117]], "mulliken_charge": [-1.348, -0.623, 0.978, 0.263, -0.749, 0.179, 1.319, 0.064, 0.119, -1.400, 0.317, 0.455, 0.747, 1.515, 0.496, 0.505, -0.544, 0.512, 0.333, -0.982, -0.340, 0.524, 0.392, 1.030, 0.479, 0.522, 0.064, 0.323, -1.167, 0.518, 0.219, 0.363, 0.516, 0.513, 0.454, 0.503, 0.286, -1.737, 0.014, -0.245, -0.970, 0.101, 0.532, -1.903, 0.230, 0.376, 0.501, -0.991, 0.413, -0.378, 0.200, -1.766, 0.687, 0.363, 0.410, 1.647, -0.111, -1.375, -0.005, -0.355], "orbital_gap_ev": 5.954, "homo_ha": -0.6070, "charge": 3}